# 1
{"formula": "C40H38Cl3N5O4", "method": "the ωB97M-V functional and the def2-TZVPD basis", "elements": ["C", "C", "O", "C", "C", "C", "C", "Cl", "C", "O", "C", "C", "C", "C", "C", "C", "C", "Cl", "C", "C", "Cl", "C", "N", "C", "O", "C", "C", "O", "H", "H", "H", "H", "H", "H", "H", "H", "H", "H", "H", "H", "H", "H", "H", "H", "H", "H", "N", "C", "C", "C", "C", "C", "H", "H", "H", "H", "H", "N", "C", "C", "C", "C", "C", "H", "H", "H", "H", "H", "N", "C", "C", "C", "C", "C", "H", "H", "H", "H", "H", "N", "C", "C", "C", "C", "C", "H", "H", "H", "H", "H"], "positions_angstrom": [[4.533857, -0.483568, -2.321419], [5.123797, 0.700899, -3.064942], [5.751579, 1.621261, -2.182900], [5.168244, 2.896469, -2.098726], [5.008915, 3.367473, -0.647815], [3.992731, 2.523668, 0.044737], [4.286965, 1.428085, 0.762509], [5.881630, 0.921025, 1.112785], [3.229942, 0.590731, 1.372344], [3.446090, -0.243566, 2.216830], [1.836023, 0.819760, 0.912674], [0.887403, -0.138240, 1.231263], [-0.439259, 0.025309, 0.854481], [-1.425023, -1.049812, 1.201855], [-1.626648, -2.022286, 0.025384], [-0.797987, 1.185241, 0.148643], [-2.210730, 1.385607, -0.229756], [-2.652281, 0.994961, -1.856336], [-3.157817, 1.830731, 0.594263], [-4.600042, 2.032948, 0.247735], [-2.731682, 2.248727, 2.215971], [0.153350, 2.147830, -0.176003], [-0.220607, 3.329841, -0.863475], [-0.570312, 3.321144, -2.024682], [-0.886172, 3.294633, -3.142265], [1.488117, 1.973327, 0.212623], [2.562035, 2.956125, -0.099183], [2.338155, 4.079364, -0.484572], [5.198859, -0.775881, -1.509873], [3.547623, -0.269391, -1.909191], [4.463998, -1.337243, -2.994486], [4.366538, 1.187615, -3.682405], [5.889491, 0.331762, -3.751416], [5.797813, 3.628678, -2.611945], [4.178027, 2.908577, -2.561473], [5.949771, 3.335125, -0.105850], [4.630834, 4.384719, -0.715158], [1.188764, -1.016782, 1.782880], [-2.381705, -0.643787, 1.519342], [-1.036326, -1.618386, 2.045637], [-0.798156, -2.728803, -0.021970], [-2.537909, -2.603240, 0.143632], [-1.649184, -1.487654, -0.922095], [-5.187181, 2.066059, 1.161351], [-4.718897, 3.002746, -0.235969], [-4.972862, 1.238631, -0.390487], [1.236085, 0.173993, 7.133215], [0.157614, 0.931638, 6.945882], [-0.072499, 1.677152, 5.800677], [0.872196, 1.628550, 4.788324], [2.004590, 0.849886, 4.968330], [2.141265, 0.148460, 6.156924], [-0.561409, 0.928852, 7.758794], [-0.973543, 2.267604, 5.702057], [0.725999, 2.185237, 3.870197], [2.758233, 0.783694, 4.198391], [3.007687, -0.479748, 6.330363], [-1.482768, -3.202314, 4.871636], [-1.351818, -2.178078, 5.713293], [-2.411385, -1.626566, 6.419745], [-3.674937, -2.164998, 6.241226], [-3.826822, -3.231204, 5.369197], [-2.703085, -3.710450, 4.713302], [-0.348208, -1.781886, 5.823633], [-2.246150, -0.794903, 7.089731], [-4.527268, -1.761642, 6.772965], [-4.794188, -3.683775, 5.199431], [-2.781024, -4.545485, 4.025219], [1.983731, -0.819830, -5.557542], [1.481364, -1.935469, -5.032745], [0.470413, -1.950628, -4.082684], [-0.045810, -0.738313, -3.652427], [0.465688, 0.433175, -4.189195], [1.476043, 0.336216, -5.135612], [1.913926, -2.862608, -5.392825], [0.100896, -2.888859, -3.690977], [-0.834498, -0.704934, -2.909214], [0.093305, 1.396786, -3.871401], [1.902655, 1.229270, -5.579597], [-5.106039, -1.488109, -4.181320], [-3.810627, -1.264368, -4.388331], [-3.052472, -1.939312, -5.333271], [-3.676248, -2.904700, -6.106920], [-5.024315, -3.151240, -5.903577], [-5.690712, -2.417720, -4.932973], [-3.362707, -0.504348, -3.758692], [-2.002367, -1.710466, -5.458744], [-3.121262, -3.454324, -6.856221], [-5.551859, -3.895383, -6.484170], [-6.746630, -2.580339, -4.746759]], "forces_ev_per_angstrom": [[0.0965, -0.0163, 0.0465], [0.2811, -0.3537, -0.1728], [-0.3059, 0.0027, 0.0955], [0.1424, 0.2419, 0.1885], [-0.2096, -0.1862, -0.0957], [0.1597, -0.3662, 0.2288], [-0.1094, 0.2410, -0.0910], [0.2182, -0.0031, -0.0053], [-0.3152, -0.0001, 0.1218], [0.4254, -0.1744, 0.0118], [-0.3743, 0.0180, -0.1310], [-0.0637, 0.1524, -0.0926], [0.2374, 0.2209, 0.1201], [-0.0447, -0.4179, -0.1365], [0.2163, 0.0069, 0.1242], [-0.1056, -0.3745, 0.0568], [-0.2377, 0.2778, 0.5889], [-0.0943, -0.0056, -0.1585], [-0.1177, -0.1138, -0.3813], [0.1127, 0.1718, 0.3600], [0.1685, 0.0431, 0.1619], [0.5459, 0.2784, 0.2565], [-0.3693, -0.2906, -0.3202], [0.0894, -0.4300, 0.0621], [0.0067, 0.6719, 0.0220], [0.0203, -0.0651, 0.0186], [0.0482, -0.0968, -0.1618], [-0.1144, 0.1665, -0.0873], [0.0432, 0.0438, 0.0682], [-0.0616, 0.0097, 0.0423], [-0.2096, -0.0155, -0.0588], [-0.0525, 0.1348, 0.0290], [0.0727, 0.0687, 0.0029], [-0.0070, 0.0107, -0.1323], [-0.0336, -0.0028, -0.1416], [0.1299, 0.0651, -0.1183], [0.0846, 0.1280, 0.2027], [0.0528, -0.0192, 0.0648], [-0.0387, 0.2030, -0.0582], [-0.0081, 0.0525, 0.1318], [0.0846, 0.0151, -0.0340], [-0.1049, 0.0293, -0.0408], [-0.2086, -0.0312, -0.0587], [-0.0616, -0.0873, 0.0183], [-0.0758, -0.0424, -0.2014], [-0.0077, 0.0219, -0.1663], [0.0034, 0.0265, 0.0024], [-0.0088, -0.0516, 0.0987], [-0.0199, -0.0375, -0.0432], [0.0000, 0.0032, -0.0396], [-0.0605, 0.1121, -0.0429], [-0.0462, -0.0827, 0.0045], [-0.0098, 0.0687, -0.0057], [-0.0008, 0.0086, 0.0171], [-0.0023, 0.0043, -0.0043], [0.0509, -0.0726, 0.0558], [0.0240, 0.0243, -0.0204], [-0.0300, 0.0394, -0.0331], [0.0854, 0.0033, -0.0521], [-0.0276, -0.0269, -0.0388], [-0.0117, 0.0112, 0.0140], [0.0019, 0.0136, 0.0041], [0.0248, -0.0221, -0.0282], [-0.0152, 0.0332, 0.0480], [0.0250, -0.0019, 0.0072], [-0.0009, -0.0017, 0.0035], [0.0020, -0.0139, -0.0070], [-0.0317, -0.0029, 0.0030], [0.0004, 0.0189, 0.0150], [0.0264, -0.0195, -0.0169], [0.0376, 0.0289, 0.0043], [0.0150, -0.0388, 0.0674], [-0.0008, -0.0699, 0.1198], [0.0455, -0.0027, -0.0127], [-0.0164, -0.0184, 0.0162], [0.0000, -0.0117, -0.0007], [0.0809, -0.0114, -0.0682], [0.0130, -0.0396, -0.1325], [-0.0216, 0.0250, 0.0070], [0.0035, -0.0145, 0.0120], [-0.0311, 0.0017, 0.0101], [0.0155, 0.0028, -0.0308], [-0.0057, -0.0137, -0.0096], [0.0216, 0.0055, 0.0039], [-0.0299, 0.0167, 0.0226], [0.0365, -0.0609, -0.1116], [-0.0334, 0.0079, 0.0060], [0.0031, 0.0001, -0.0048], [-0.0163, -0.0006, 0.0021], [-0.0012, -0.0242, -0.0212]], "mulliken_charge": [-0.76, -0.27, -0.29, -0.39, -2.00, -0.22, 1.09, -0.17, 0.30, -0.68, 0.20, -0.59, 1.05, -0.91, -0.99, 0.27, -0.83, -0.24, 0.63, -1.45, -0.16, 0.06, -0.51, 0.74, -0.50, 0.15, 0.67, -0.61, 0.32, -0.10, 0.46, 0.28, 0.31, 0.33, 0.37, 0.52, 0.35, 0.76, 0.40, 0.37, 0.36, 0.41, 0.08, 0.43, 0.31, 0.40, -0.58, -0.61, -0.35, 0.05, -0.05, -0.48, 0.54, 0.39, 0.43, 0.22, 0.39, -0.54, -0.12, -0.07, -0.55, -0.29, -0.35, 0.44, 0.33, 0.38, 0.40, 0.39, -0.60, -0.42, -0.66, 0.65, 0.01, -0.62, 0.40, 0.49, -0.11, 0.35, 0.44, -0.46, 0.27, -0.17, -0.49, -0.29, -0.32, 0.06, 0.44, 0.40, 0.37, 0.36], "energy_ha": -3502.3306, "homo_ev": -9.582, "lumo_energy_ev": -1.448, "orbital_gap_ev": 8.1}

***

# 2
{"formula": "CH4N5", "method": "the ωB97M-V functional and the def2-TZVPD basis", "elements": ["C", "N", "N", "N", "N", "N", "H", "H", "H", "H"], "positions_angstrom": [[1.311687, 0.389488, 0.152129], [-0.093241, 0.137358, 0.165523], [-0.919149, 0.850941, 0.804947], [-2.248975, 0.197382, 0.489875], [-2.006794, -0.774546, -0.206244], [-0.703753, -0.859074, -0.480694], [1.682657, 0.848825, -0.907933], [1.509971, 1.249221, 0.774234], [1.916211, -0.492722, 0.410521], [-0.448612, -1.546875, -1.202354]], "forces_ev_per_angstrom": [[2.7980, 1.5508, -2.7658], [-1.0882, 0.1841, -0.1030], [-1.9736, -1.6270, -1.0222], [2.2132, 2.5996, 2.0875], [0.6113, -1.3798, -1.6391], [-1.5726, -0.4129, 0.2169], [-1.2315, -1.5679, 2.1314], [-0.1505, -0.1697, 0.6879], [-0.4875, 0.3196, -0.0397], [0.8814, 0.5031, 0.4461]], "mulliken_charge": [-0.63, 0.76, -0.31, -0.10, -0.05, 0.02, 0.33, 0.34, 0.31, 0.31], "smiles": "C[n+]1nnn[nH]1", "total_charge": 1, "e_above_lowest_ev": 2.841, "energy_ha": -313.8707, "homo_ev": -17.264, "lumo_energy_ev": -6.010, "orbital_gap_ev": 11.3}

***

# 3
{"formula": "C2H4N3O", "method": "the ωB97M-V functional and the def2-TZVPD basis", "elements": ["C", "C", "N", "N", "N", "O", "H", "H", "H", "H"], "positions_angstrom": [[0.436254, 0.089265, 0.030607], [2.408410, -0.038371, -0.013084], [1.410954, -0.891638, 0.022548], [1.144283, 1.202927, 0.113525], [-0.893546, -0.093706, -0.048753], [3.560422, -0.016177, -0.063214], [1.274261, -1.729374, 0.572201], [0.993705, 2.106659, -0.350928], [-1.329577, -0.975181, -0.307948], [-1.598107, 0.596706, -0.263729]], "forces_ev_per_angstrom": [[-2.9911, 1.3970, -0.6043], [2.4769, 2.7311, 0.4022], [-3.5971, -1.4408, 0.4713], [1.7930, -1.7672, -0.6938], [0.6151, -0.8606, -0.4510], [-0.4514, 0.3462, -0.0162], [0.7622, -0.4796, -0.1377], [-0.1771, -0.5760, 0.3302], [0.8766, -0.3457, 0.3205], [0.6928, 0.9955, 0.3789]], "mulliken_charge": [0.41, 0.44, -0.09, -0.32, -0.35, -0.25, 0.32, 0.30, 0.26, 0.27], "total_charge": 1, "e_above_lowest_ev": 0.287, "energy_ha": -317.8312, "homo_ev": -16.334, "lumo_energy_ev": -4.367, "orbital_gap_ev": 12.0}